Entry 1:
# C3H6N2S

A cluster of 2 separate species, C3H6N2S in total (ωB97M-V with the def2-TZVPD basis set, the Open Molecules 2025 dataset).

Structure (XYZ):
```
12
Properties=species:S:1:pos:R:3:lowdin_charge:R:1
H -0.1053 -0.7884 0.9780 0.0250
N 0.3817 0.1091 1.1469 0.0463
C 0.8679 0.6064 0.1172 -0.7808
C 0.7514 0.1782 -1.4167 -0.0900
S 1.8782 2.0934 0.3723 0.7495
H -0.3242 -0.1532 -1.4836 0.0655
H 1.2826 -0.7908 -1.5195 0.0732
H 1.0951 0.6887 -2.3103 0.0598
H 1.6257 2.2545 1.6214 -0.1786
C -2.5431 -1.4000 0.8173 -0.0955
N -2.2824 -1.7784 1.8701 0.0665
H -2.6276 -1.0194 -0.1931 0.0592
```

## Properties
electronic energy: -17021.88989 eV
frontier orbital gap: 9.97 eV
relative energy (zero: lowest compared OMol25 entry of this formula, charge and spin): 207.55 kJ/mol
F_max: 3.34 eV Å⁻¹

---

Entry 2:
# C3H6N2S

The molecule C3H6N2S (ωB97M-V with the def2-TZVPD basis set, the Open Molecules 2025 dataset).

Structure (XYZ):
```
12
Properties=species:S:1:pos:R:3:lowdin_charge:R:1
C -2.8594 -0.5187 0.1221 -0.0851
C -1.6270 -0.2565 -0.2834 -0.4880
S -0.8137 1.3781 -0.2626 0.8400
C 0.8768 0.9819 0.1490 -0.5433
N 1.4728 0.0138 -0.3790 -0.1291
N 2.7302 -0.3456 0.0393 -0.0149
H -3.6333 0.1388 0.5105 0.0580
H -3.1170 -1.5567 0.1008 0.0423
H -0.8963 -1.0489 -0.6231 0.0735
H 1.3262 1.7099 0.8468 0.0740
H 3.2225 -0.9045 -0.6540 0.0810
H 3.3179 0.4086 0.4337 0.0915
```

## Properties
electronic energy: -17021.45026 eV
frontier orbital gap: 9.19 eV
relative energy (zero: lowest compared OMol25 entry of this formula, charge and spin): 249.97 kJ/mol
F_max: 1.90 eV Å⁻¹

---

Entry 3:
# C3H6N2S

A structure of composition C3H6N2S (ωB97M-V with the def2-TZVPD basis set, the Open Molecules 2025 dataset).

Structure (XYZ):
```
12
Properties=species:S:1:pos:R:3:lowdin_charge:R:1
C 1.7251 -0.4479 -0.3522 -0.3165
C 1.2615 0.7789 -0.5999 -0.1781
C 0.3027 1.4016 0.3203 -0.2132
H -0.3081 -1.0796 0.6960 0.0650
H 1.9057 -1.6070 1.3872 0.1242
H 2.4605 -0.9933 -0.8707 0.0888
H 1.7640 1.4501 -1.2397 0.0756
H 0.5540 2.3748 0.7986 0.1138
H -0.6364 -0.6104 -1.3191 -0.0244
N 1.1614 -1.2197 0.6356 -0.1066
N -0.9635 0.9357 0.5733 -0.3517
S -1.6789 -0.4964 -0.2577 0.7230
```

## Properties
electronic energy: -17019.05775 eV
frontier orbital gap: 8.74 eV
relative energy (zero: lowest compared OMol25 entry of this formula, charge and spin): 480.81 kJ/mol
F_max: 4.40 eV Å⁻¹

---

Entry 4:
# C3H6N2S

A structure of composition C3H6N2S (ωB97M-V with the def2-TZVPD basis set, the Open Molecules 2025 dataset).

Structure (XYZ):
```
12
Properties=species:S:1:pos:R:3:lowdin_charge:R:1
C 0.7973 0.2648 -1.2641 -0.2302
C -0.1317 -0.2940 1.1179 -0.4594
C -0.9621 0.7534 1.0426 -0.7775
H 1.0968 -1.2982 -2.9506 0.1511
H 0.8158 1.6036 -0.8117 0.2105
H -0.3333 -1.5472 -0.1839 0.1253
H 0.6924 0.2719 1.7476 0.1702
H -0.4212 -1.2367 1.6234 0.1362
H -0.8634 1.5690 0.2342 0.0709
N 1.3380 -0.2873 -2.3499 -0.0358
N 0.2295 -0.6887 -0.1752 -0.0644
S -2.2580 0.8894 1.9696 0.7029
```

## Properties
electronic energy: -17017.84525 eV
frontier orbital gap: 8.54 eV
relative energy (zero: lowest compared OMol25 entry of this formula, charge and spin): 597.80 kJ/mol
F_max: 7.85 eV Å⁻¹